The following is a quantum chemistry calculation of C5H10O in the gas phase, from the Open Molecules 2025 dataset.

Properties
- E_HOMO (Eh) = -0.353
- multiplicity = 1
- LUMO (hartree) = 0.0427

```
16
C5H10O (ωB97M-V/def2-TZVPD)
C -0.42 -1.67 -1.70
O 0.45 -1.56 -0.60
C -0.10 -0.84 0.49
C 0.69 0.42 0.76
C 0.02 1.58 1.44
C 0.40 1.67 -0.01
H -0.74 -0.69 -2.08
H 0.14 -2.18 -2.50
H -1.31 -2.27 -1.47
H -1.15 -0.59 0.31
H -0.06 -1.49 1.37
H 1.73 0.24 1.03
H 0.59 2.16 2.16
H -1.04 1.50 1.68
H -0.39 1.64 -0.75
H 1.24 2.31 -0.28
```

***

The following is a quantum chemistry calculation of C5H10O in the gas phase, from the Open Molecules 2025 dataset.

Properties
- E_HOMO (Eh) = -0.345
- multiplicity = 1
- LUMO (hartree) = 0.0381

```
16
C5H10O (ωB97M-V/def2-TZVPD)
O -0.86 -0.53 1.53
C -1.00 0.24 -0.96
C -0.58 -0.84 -1.62
C 0.54 -0.57 1.36
C 1.09 0.55 0.43
C -0.06 1.24 -0.32
H -1.27 -1.13 0.89
H -2.07 0.40 -0.81
H -1.27 -1.58 -2.01
H 0.48 -0.99 -1.84
H 0.89 -1.55 1.00
H 0.93 -0.44 2.38
H 1.65 1.30 1.01
H 1.81 0.14 -0.29
H -0.61 1.88 0.38
H 0.34 1.88 -1.11
```

***

The following is a quantum chemistry calculation of 2 unconnected molecules or ions with the total composition C5H10O in a non-equilibrium geometry, from the Open Molecules 2025 dataset.

Properties
- E_HOMO (Eh) = -0.345
- multiplicity = 1
- LUMO (hartree) = 0.0348

```
16
C5H10O (ωB97M-V/def2-TZVPD)
C 0.28 -1.13 -0.96
C 1.08 -0.05 -0.22
C 1.51 -0.49 1.17
C -2.01 0.90 0.60
O -1.89 0.25 1.56
C -2.14 1.63 -0.48
H -0.09 -0.77 -1.92
H -0.57 -1.46 -0.36
H 0.91 -2.01 -1.15
H 1.96 0.22 -0.82
H 0.65 -0.78 1.78
H 2.04 0.31 1.70
H 2.18 -1.36 1.11
H -1.56 1.39 -1.37
H -2.82 2.47 -0.48
H 0.48 0.87 -0.14
```

***

The following is a quantum chemistry calculation of a molecular structure, C5H10O in a non-equilibrium geometry, from the Open Molecules 2025 dataset.

Properties
- E_HOMO (Eh) = -0.348
- multiplicity = 1
- LUMO (hartree) = 0.0282

```
16
C5H10O (ωB97M-V/def2-TZVPD)
C 0.84 -1.15 -0.97
C -0.07 -0.52 0.14
C 0.60 -0.66 1.47
C -0.88 1.29 0.33
C -0.87 1.65 -1.09
O -0.78 0.79 -1.94
H 1.03 -2.21 -0.68
H 1.84 -0.70 -1.03
H 0.41 -1.19 -1.97
H -1.04 -1.03 0.05
H 0.00 -0.18 2.23
H 0.78 -1.71 1.74
H 1.57 -0.15 1.41
H -1.79 0.83 0.71
H -0.78 2.22 0.98
H -0.87 2.71 -1.40
```

***

The following is a quantum chemistry calculation of 2 unconnected molecules or ions with the total composition C5H10O, from the Open Molecules 2025 dataset.

Properties
- E_HOMO (Eh) = -0.340
- multiplicity = 1
- LUMO (hartree) = 0.0374

```
16
C5H10O (ωB97M-V/def2-TZVPD)
O -0.16 -1.24 1.40
C 0.85 -0.66 0.60
C 0.75 0.89 0.60
C -0.07 1.18 -0.63
C -0.16 0.11 -1.42
C 0.56 -1.08 -0.85
H -0.02 -0.95 2.31
H 1.85 -1.00 0.93
H 0.28 1.25 1.52
H 1.74 1.36 0.54
H -3.29 0.73 0.26
H -0.49 2.16 -0.84
H -2.61 0.44 0.21
H -0.68 0.08 -2.38
H -0.03 -2.01 -0.85
H 1.49 -1.28 -1.41
```

***

The following is a quantum chemistry calculation of 2 unconnected molecules or ions with the total composition C5H10O, from the Open Molecules 2025 dataset.

Properties
- E_HOMO (Eh) = -0.342
- multiplicity = 1
- LUMO (hartree) = 0.0337

```
16
C5H10O (ωB97M-V/def2-TZVPD)
C 1.07 -1.52 -1.40
C 1.75 -0.54 -0.48
C 2.10 0.68 -0.85
H 1.68 -1.76 -2.27
H 0.18 -1.03 -1.81
H 0.73 -2.41 -0.89
H 2.00 -0.93 0.50
H 2.40 1.39 -0.09
H 2.10 0.84 -1.92
C -2.45 0.00 1.80
C -1.61 0.86 1.24
O -1.77 1.48 0.02
H -2.17 -0.30 2.79
H -3.31 -0.41 1.28
H -0.79 1.22 1.85
H -1.91 2.41 0.23
```

***

The following is a quantum chemistry calculation of C5H10O in the gas phase in a non-equilibrium geometry, from the Open Molecules 2025 dataset.

Properties
- E_HOMO (Eh) = -0.332
- multiplicity = 1
- LUMO (hartree) = 0.0436

```
16
C5H10O (ωB97M-V/def2-TZVPD)
C -1.70 0.39 -0.58
C -0.78 -0.16 0.57
C -0.42 -1.60 0.29
O 0.67 -1.09 -0.48
C 1.02 -0.04 0.47
C 1.73 1.17 -0.15
H -1.39 1.39 -0.87
H -2.75 0.48 -0.25
H -1.73 -0.23 -1.49
H -1.08 0.21 1.53
H -1.05 -2.27 -0.32
H -0.10 -2.14 1.21
H 1.83 -0.54 1.09
H 2.30 0.83 -1.03
H 2.45 1.69 0.50
H 1.00 1.91 -0.48
```

***

The following is a quantum chemistry calculation of C5H10O in the gas phase, from the Open Molecules 2025 dataset.

Properties
- E_HOMO (Eh) = -0.378
- multiplicity = 1
- LUMO (hartree) = 0.0363

```
16
C5H10O (ωB97M-V/def2-TZVPD)
C -2.06 0.15 0.43
C -0.81 -0.11 -0.39
O -0.75 0.92 -1.36
C 0.43 -0.19 0.50
C 1.68 -0.87 0.02
C 1.66 0.62 0.20
H -1.96 1.10 0.97
H -2.22 -0.65 1.16
H -2.93 0.21 -0.22
H -0.92 -1.08 -0.91
H -0.09 0.68 -2.03
H 0.20 -0.33 1.55
H 2.25 -1.47 0.72
H 1.68 -1.26 -1.00
H 1.64 1.25 -0.68
H 2.21 1.04 1.04
```

***

The following is a quantum chemistry calculation of C5H10O in the gas phase, from the Open Molecules 2025 dataset.

Properties
- E_HOMO (Eh) = -0.320
- multiplicity = 1
- LUMO (hartree) = 0.0394

```
16
C5H10O (ωB97M-V/def2-TZVPD)
C 2.03 0.00 1.01
C 0.93 0.17 -1.57
C 0.18 0.24 -0.47
O 0.69 0.42 0.79
C -1.33 0.20 -0.52
C -2.05 -0.37 0.70
H 2.72 0.31 0.22
H 2.35 0.47 1.94
H 2.07 -1.09 1.09
H 0.47 -0.02 -2.54
H 1.99 0.35 -1.56
H -1.61 -0.36 -1.42
H -1.70 1.23 -0.69
H -1.83 0.21 1.59
H -3.14 -0.35 0.54
H -1.76 -1.41 0.90
```

***

The following is a quantum chemistry calculation of C5H10O in the gas phase, from the Open Molecules 2025 dataset.

Properties
- E_HOMO (Eh) = -0.360
- multiplicity = 1
- LUMO (hartree) = 0.0425

```
16
C5H10O (ωB97M-V/def2-TZVPD)
C 2.37 -0.16 -0.23
C 1.06 -0.69 0.39
C 0.00 -0.13 -0.53
C -2.37 0.34 0.67
C -1.33 0.46 -0.40
O -0.18 1.27 -0.32
H 2.30 0.92 -0.34
H 3.26 -0.40 0.36
H 2.50 -0.58 -1.24
H 1.07 -1.79 0.43
H 0.93 -0.30 1.41
H 0.21 -0.44 -1.56
H -1.99 0.09 1.66
H -2.96 1.26 0.73
H -3.05 -0.46 0.34
H -1.80 0.61 -1.38
```

***

The following is a quantum chemistry calculation of C5H10O in the gas phase, from the Open Molecules 2025 dataset.

Properties
- E_HOMO (spin up / spin down) (Eh) = -0.250 / -0.249
- multiplicity = 1
- LUMO (spin up / spin down) (hartree) = 0.0386 / 0.0417

```
16
C5H10O (ωB97M-V/def2-TZVPD)
C -1.60 1.25 1.65
C -0.84 0.31 0.79
C 0.68 -0.06 -1.82
C 0.93 -1.23 -0.83
C 1.26 -0.71 0.52
O 0.39 0.04 1.14
H -2.10 0.77 2.51
H -2.38 1.75 1.06
H -0.94 2.03 2.05
H -1.28 -0.26 -0.02
H -0.14 -0.27 -2.52
H 1.58 0.16 -2.39
H 1.75 -1.86 -1.18
H 0.04 -1.89 -0.79
H 0.41 0.85 -1.27
H 2.23 -0.73 1.00
```

***

The following is a quantum chemistry calculation of 3 unconnected molecules or ions with the total composition C5H10O, from the Open Molecules 2025 dataset.

Properties
- E_HOMO (Eh) = -0.318
- multiplicity = 1
- LUMO (hartree) = 0.0038

```
16
C5H10O (ωB97M-V/def2-TZVPD)
C -0.41 1.23 -1.17
C -0.13 0.10 -0.20
C -1.33 -0.79 0.04
C 1.22 -0.41 -0.17
C 1.36 -0.73 1.23
O 1.71 -1.71 0.33
H 0.45 1.89 -1.28
H -1.26 1.83 -0.85
H -0.65 0.81 -2.16
H 0.27 0.98 1.12
H -2.09 -0.28 0.62
H -1.06 -1.72 0.55
H -1.78 -1.06 -0.93
H 2.01 0.17 -0.63
H 1.15 0.75 1.63
H 0.53 -1.06 1.86
```

***

The following is a quantum chemistry calculation of C5H10O in the gas phase in a non-equilibrium geometry, from the Open Molecules 2025 dataset.

Properties
- E_HOMO (Eh) = -0.373
- multiplicity = 1
- LUMO (hartree) = 0.0337

```
16
C5H10O (ωB97M-V/def2-TZVPD)
C 0.53 1.56 0.16
C 0.13 0.09 0.04
C -1.25 -0.32 -0.50
C 1.23 -0.81 -0.46
C 0.70 -0.94 0.97
H 1.55 1.75 0.45
H 0.33 2.04 -0.86
H -0.07 2.21 0.95
H -1.11 -1.36 -0.70
H -1.45 0.28 -1.40
H -3.09 -0.27 -0.14
H 1.08 -1.47 -1.42
H 2.22 -0.28 -0.59
H 1.35 -0.60 1.79
H 0.20 -1.82 1.21
O -2.33 -0.07 0.50
```

***

The following is a quantum chemistry calculation of C5H10O in the gas phase in a non-equilibrium geometry, from the Open Molecules 2025 dataset.

Properties
- E_HOMO (Eh) = -0.301
- multiplicity = 1
- LUMO (hartree) = 0.0347

```
16
C5H10O (ωB97M-V/def2-TZVPD)
C 1.01 -0.57 1.99
C 0.92 -0.10 0.58
O -1.23 -0.43 0.12
C 0.76 1.18 0.22
C 0.07 1.43 -1.08
C -1.31 0.73 -0.79
H 0.40 0.06 2.66
H 2.05 -0.48 2.27
H 0.69 -1.61 2.14
H 1.10 -0.86 -0.19
H -1.02 -1.28 -0.30
H 0.55 1.91 1.00
H -0.03 2.52 -1.29
H 0.57 1.00 -1.96
H -1.82 0.36 -1.67
H -1.92 1.46 -0.25
```

***

The following is a quantum chemistry calculation of C5H10O in the gas phase, from the Open Molecules 2025 dataset.

Properties
- E_HOMO (Eh) = -0.371
- multiplicity = 1
- LUMO (hartree) = 0.0391

```
16
C5H10O (ωB97M-V/def2-TZVPD)
C -1.91 -0.39 0.22
C -0.75 0.32 -0.45
O -1.17 1.66 -0.69
C 0.51 0.30 0.38
C 1.30 -0.97 0.53
C 1.86 0.17 -0.27
H -2.09 0.02 1.22
H -1.69 -1.46 0.32
H -2.82 -0.28 -0.37
H -0.54 -0.18 -1.42
H -0.41 2.15 -1.01
H 0.45 0.94 1.26
H 1.74 -1.18 1.50
H 0.95 -1.85 0.00
H 1.88 0.05 -1.36
H 2.70 0.72 0.13
```